Record 1
43
Properties=species:S:1:pos:R:3:forces:R:3:mulliken_charge:R:1 method="wB97M-V/def2-TZVPD" homo_ev=-8.840 max_force_ha_per_bohr=0.0427 lumo_energy_ev=-0.9 orbital_gap_ha=0.29268
Pd -1.5442 1.0522 -0.1040 0.4 0.0 0.3 0.4479
Cl 0.4636 -4.6657 2.1648 0.1 0.0 0.0 -0.1005
C -0.2438 -3.4428 1.1283 0.2 0.0 0.3 0.8139
C -1.4565 -3.9495 0.3514 0.0 -0.1 0.1 0.1117
Cl -2.1637 -5.4509 0.7282 0.0 -0.1 0.0 -0.1907
C -1.9228 -3.1321 -0.5866 -0.3 0.1 -0.2 0.0461
Cl -3.2505 -3.4811 -1.5947 0.0 0.0 -0.1 -0.1757
C -1.3608 -1.7341 -0.6294 0.8 -0.2 -0.8 1.2025
O -1.8050 -0.8330 -1.3971 -0.3 0.3 0.5 -0.8755
C -0.2349 -0.9525 1.1371 1.9 0.5 -0.1 0.0975
O 0.0716 0.2136 1.4698 -0.4 0.5 -0.4 -0.8952
C -0.5676 -2.1380 1.9317 -2.0 0.1 -1.0 0.4778
Cl -1.1205 -2.1263 3.5162 0.2 -0.1 0.2 -0.1531
O 2.6239 -2.3625 1.6916 0.0 0.1 0.1 -0.6008
S 2.3597 -2.8148 0.3577 -0.2 0.1 0.0 1.0801
O 3.0185 -3.9827 -0.1253 0.0 0.0 0.0 -0.6568
N 0.6781 -2.9507 0.1016 0.2 -0.3 -0.1 -0.4244
C 0.1559 -1.6407 -0.2318 -0.5 0.4 0.2 1.8119
O -1.7123 -1.3067 0.9646 -0.1 -1.2 1.3 -0.4858
C 1.1931 -0.9437 -1.0380 0.1 -0.1 -0.1 -1.0681
C 1.0696 0.1327 -1.9040 0.0 -0.1 0.0 -0.2528
C 2.2240 0.6572 -2.4719 -0.1 0.0 0.0 -1.0485
C 3.4783 0.1316 -2.1870 0.0 0.0 0.0 -0.6084
C 3.6080 -0.9544 -1.3331 0.0 0.0 0.0 -0.7200
C 2.4519 -1.4693 -0.7855 -0.2 -0.1 0.1 0.0998
H 0.0918 0.5207 -2.1546 0.0 0.0 0.0 0.7543
H 2.1429 1.4897 -3.1589 0.0 0.0 0.0 0.4267
H 4.3580 0.5643 -2.6435 0.0 0.0 0.0 0.4114
H 4.5720 -1.3910 -1.1104 0.0 0.0 0.0 0.4657
F 0.8939 4.3629 2.7160 0.0 0.0 0.0 -0.3265
C -0.0126 3.9506 1.8239 -0.1 0.0 0.0 0.5664
C 0.2772 4.1447 0.4677 0.0 0.0 0.0 -0.7177
C -0.6287 3.7302 -0.4678 -0.1 0.1 0.0 -0.1019
C -1.8641 3.1429 -0.0684 -0.3 -0.1 -0.3 -0.0184
C -2.7138 2.4116 -0.9933 0.1 0.2 0.0 -1.1291
C -2.0982 2.9361 1.3139 0.1 -0.2 -0.1 0.0513
C -1.1628 3.3526 2.2653 0.1 0.1 0.0 -0.6666
H 1.2243 4.5871 0.1929 0.0 0.0 0.0 0.4509
H -0.4217 3.8407 -1.5245 0.0 0.0 0.0 0.4212
H -2.5562 2.5504 -2.0580 0.0 0.0 0.0 0.3024
H -3.7484 2.2316 -0.7160 0.0 0.1 0.0 0.3098
H -3.0426 2.5178 1.6386 0.0 0.1 0.0 0.4044
H -1.3249 3.2014 3.3223 0.0 0.0 0.0 0.4626

---

Record 2
10
Properties=species:S:1:pos:R:3:forces:R:3:mulliken_charge:R:1 method="wB97M-V/def2-TZVPD" homo_ev="-7.893 / -8.953" max_force_ha_per_bohr=0.0657 lumo_energy_ev="-0.1 / -0.1" orbital_gap_ha="0.28657 / 0.32707"
C -1.9059 -0.6244 -0.2419 -1.9 0.8 2.7 -0.3148
C 1.0440 1.0228 -0.1374 -0.7 1.0 -1.2 -0.6071
F -2.7081 -0.2040 0.8456 1.1 -1.3 -1.2 -0.2587
P 1.2841 -0.5206 0.6761 -0.2 0.8 1.3 -0.0452
H -2.2085 -1.5550 -0.6684 -0.1 -0.4 -0.1 0.2942
H -1.7105 0.2788 -0.7241 0.8 0.8 -1.4 0.2555
H 0.4921 1.1826 -1.1334 1.0 -0.1 1.9 0.3365
H 1.3119 1.8722 0.5290 -0.4 -0.4 -1.0 0.2644
H 2.5665 -0.1294 1.1106 0.1 -0.2 0.5 0.0524
H 1.8343 -1.3232 -0.2561 0.4 -1.0 -1.5 0.0228